Density functional theory data (wB97M-V/def2-TZVPD) for a structure of composition C31H81N5O13.

Structure (XYZ):
```
130
Properties=species:S:1:pos:R:3:forces:R:3
C -0.701 1.588 -2.181 2.77 0.13 -0.98
O 0.642 1.248 -1.625 -1.83 -0.55 -0.83
C 0.361 0.775 -0.342 1.76 -0.76 0.76
C 1.733 0.297 0.260 -1.42 -1.24 -1.13
N 2.303 1.167 1.209 0.84 1.60 2.31
H 2.521 5.874 -4.663 0.88 -1.10 0.97
H 1.869 1.349 2.111 -0.85 -0.49 -0.61
C 3.524 1.738 1.236 -0.70 -0.88 0.26
C 8.938 -5.527 -1.092 0.32 -1.64 0.78
O 8.738 -4.296 -1.274 -0.50 3.03 -2.18
C 8.256 -3.672 -2.642 0.85 -1.37 1.47
H -1.437 0.980 -1.712 -0.75 -0.31 0.28
H -0.678 1.365 -3.289 -0.05 0.72 1.25
H -0.729 2.621 -1.863 -1.11 0.38 -0.65
H -0.355 -0.063 -0.369 0.23 0.08 0.02
H -0.052 1.556 0.279 -0.31 0.37 0.37
H 2.379 0.151 -0.607 0.28 0.39 0.18
H 1.584 -0.741 0.633 0.14 0.58 0.38
H 3.887 2.196 2.170 -0.29 -0.19 -0.79
H 4.136 1.369 0.465 1.20 0.25 -0.80
H 8.784 -6.242 -1.859 -0.09 -0.55 -0.75
H 9.243 -5.857 -0.092 -0.11 0.39 -0.39
H 9.031 -3.048 -3.087 0.67 -0.83 0.13
H 7.630 -2.924 -2.214 -1.37 0.03 -0.13
H 7.852 -4.458 -3.345 0.28 0.94 1.12
C -5.054 -13.987 4.640 -4.76 -6.04 2.48
O -5.008 -12.885 4.026 1.01 7.16 -5.81
C -3.870 -12.069 3.600 -0.38 -2.20 -0.08
C -4.272 -10.785 4.249 2.89 0.57 -1.32
N -5.467 -10.279 3.592 -1.48 -0.12 0.63
H -5.940 -11.070 3.267 -1.44 -2.29 0.33
H -6.093 -9.789 4.214 -0.38 0.18 0.58
C -5.418 -9.517 2.347 1.22 3.40 1.51
C -5.331 -7.980 2.874 0.62 -1.56 0.60
O -6.739 -7.726 3.232 2.37 -1.74 -0.66
C -7.382 -6.496 3.279 7.11 5.32 2.77
H -6.223 -14.509 4.600 2.76 -0.77 -3.07
H -5.697 -13.889 5.432 0.58 1.77 4.90
H -4.228 -14.564 4.881 1.36 -1.38 -0.10
H -3.748 -11.938 2.453 -0.64 -0.60 1.63
H -2.883 -12.497 3.936 -1.04 0.59 0.04
H -3.441 -10.137 4.024 0.18 1.01 0.24
H -4.342 -10.917 5.299 -0.61 0.10 0.86
H -6.364 -9.599 1.829 0.07 -0.31 -0.24
H -4.555 -9.957 1.877 0.24 0.58 -1.03
H -4.733 -7.407 2.179 -1.25 0.94 -0.98
H -4.515 -7.915 3.721 -2.13 -0.37 -0.52
H -7.045 -5.852 4.457 -1.28 -2.08 -3.07
H -8.395 -6.660 3.322 -2.26 0.11 -0.66
H -6.728 -5.657 2.606 -2.84 -2.37 1.02
C 1.620 -1.259 -6.318 -2.38 0.32 -1.69
O 2.415 -1.404 -7.493 1.29 0.25 1.49
C 3.742 -0.916 -7.195 0.19 0.05 0.53
C 4.321 -0.733 -8.553 1.62 -0.32 -1.67
N 4.288 -2.101 -9.193 -0.39 0.02 -0.30
H 5.087 -2.656 -8.837 -0.18 0.19 -0.48
H 3.438 -2.464 -8.769 -0.44 -0.66 -0.46
C 4.318 -2.175 -10.737 0.92 -0.25 1.10
C 5.129 -3.392 -11.111 -0.27 -0.45 1.54
O 6.202 -3.338 -10.171 1.22 -0.72 -0.65
C 7.476 -3.674 -10.765 0.91 -1.30 0.65
H 1.355 -0.212 -6.117 0.25 -0.10 -0.22
H 2.027 -1.674 -5.458 1.25 -0.86 1.51
H 0.687 -1.808 -6.515 0.25 0.28 0.03
H 4.371 -1.575 -6.504 -1.01 0.44 -0.89
H 3.675 0.061 -6.720 -0.02 0.11 0.17
H 5.357 -0.350 -8.730 -0.84 -0.17 0.82
H 3.648 -0.123 -9.129 -0.28 0.34 -0.23
H 4.885 -1.312 -11.025 -0.02 0.62 -0.30
H 3.355 -2.222 -11.186 -0.96 0.37 0.09
H 5.450 -3.364 -12.139 0.19 0.17 -0.38
H 4.539 -4.311 -10.956 0.26 0.14 -0.11
H 7.586 -3.088 -11.644 0.20 0.50 -0.90
H 7.575 -4.767 -11.051 -0.44 1.16 0.46
H 8.354 -3.432 -10.104 -1.32 -0.14 -0.24
C -2.817 2.280 8.763 0.96 1.59 0.80
O -1.969 3.054 9.738 0.06 -0.71 -1.40
C -1.745 2.405 10.975 -2.94 -1.52 -0.74
C -1.166 3.416 11.872 0.23 1.90 -1.54
N -0.171 4.046 10.941 1.83 -0.26 0.38
H 0.446 3.341 10.488 -0.27 0.56 0.35
H -0.921 4.250 10.264 0.96 0.74 -1.17
C 0.600 5.228 11.422 -1.93 2.09 1.92
C 1.783 5.020 12.346 2.05 0.45 -5.04
O 2.689 4.494 11.211 -6.59 -2.84 3.31
C 3.783 4.938 10.864 5.56 1.70 -1.64
H -3.221 3.184 8.264 -0.50 -1.39 -0.20
H -3.448 1.731 9.447 -0.95 -0.05 -0.52
H -2.323 1.546 8.067 0.15 1.05 0.85
H -1.059 1.581 10.773 -0.15 -0.42 0.59
H -2.804 2.096 11.271 1.71 -0.24 0.44
H -0.777 3.158 12.787 1.01 -1.14 1.94
H -1.781 4.290 12.006 -1.04 -0.11 0.48
H -0.078 5.743 12.112 -0.68 0.14 -0.33
H 0.738 5.939 10.608 0.53 -0.35 -0.04
H 1.607 4.166 12.912 0.14 -1.08 1.76
H 2.251 5.941 12.787 -0.82 -0.98 -0.21
H 4.174 4.282 10.040 0.42 1.28 0.88
H 4.333 5.563 11.591 0.23 -0.36 -0.83
H -4.546 5.180 1.012 0.29 0.00 -0.25
C -6.015 6.777 -4.686 -0.16 -0.04 1.72
O -4.592 6.661 -4.741 -0.22 -1.00 0.60
C -3.927 7.630 -5.451 0.95 0.71 -0.58
C -2.390 7.424 -5.268 -1.75 -0.27 0.48
N -2.149 7.247 -3.823 0.00 -1.68 0.45
H -3.051 6.850 -3.455 0.93 -0.65 -0.27
H -1.297 6.632 -3.614 -1.25 0.68 -0.15
C -2.053 8.513 -3.157 0.30 1.28 1.48
C -2.068 8.293 -1.656 0.10 -0.84 -0.20
O -0.921 7.655 -1.214 2.51 -0.58 0.37
C 0.211 8.572 -1.087 -1.44 1.00 -1.88
H -6.300 7.780 -4.332 0.06 -0.21 -0.29
H -6.407 6.049 -3.941 0.62 0.47 -0.40
H -6.485 6.531 -5.607 -0.19 0.04 -1.07
H -4.262 8.636 -5.136 0.29 -0.15 -0.04
H -4.055 7.579 -6.526 -0.46 -0.10 -0.40
H -1.949 8.366 -5.536 0.78 -0.08 -0.73
H -2.061 6.497 -5.736 0.12 0.48 -0.46
H -2.913 9.095 -3.421 -0.47 0.41 -0.24
H -1.170 9.030 -3.485 0.40 0.22 -0.24
H -2.863 7.574 -1.448 -0.40 0.43 0.47
H -2.103 9.189 -1.085 -1.05 1.09 0.17
H 0.060 9.330 -1.945 0.60 -0.67 1.49
H 1.138 8.057 -1.335 -0.10 -0.18 0.50
H 0.225 9.119 -0.120 -0.02 -0.59 -0.53
O 1.623 5.256 -1.948 -0.60 -0.53 1.06
C 1.518 5.461 -3.232 -1.13 -0.20 1.04
O 0.419 5.676 -3.720 0.58 0.28 -1.16
O 2.696 5.376 -3.804 -0.67 1.61 -2.40
H 0.680 5.202 -1.676 0.63 0.17 0.48
```
Forces are in eV/Å.

Computed properties:
E_tot (Eh): -2479.40521
Charge: +4

Atom charges from the Mulliken analysis, given in e for atoms 1 to 6:
1 C -0.68
2 O -0.32
3 C -0.51
4 C -0.54
5 N -0.08
6 H 0.38